[1]
Computed, not measured: a molecular structure, C31H42N8O4S2Ti, with ωB97M-V/def2-TZVPD.

Output
HOMO-LUMO gap = 5.4 eV
Maximum force = 0.90 eV/A
Relative energy (zero: lowest compared OMol25 entry of this formula, charge and spin) = 0.199 eV
Lowest unoccupied orbital energy = -7.5916 eV
Electronic energy = -97711.971 eV

Structure (ORCA input):
```
! RIJCOSX wB97M-V def2-TZVPD def2/J DEFGRID3
* xyz 2 1
H -1.2761 -3.5229 -0.3977
S 2.0051 3.3363 -1.1620
H 3.9636 -2.8394 -1.9944
H 2.5669 -5.4773 -0.0999
H -3.9325 -1.9372 2.9922
H 3.8472 2.0002 1.7899
C -2.5540 0.5955 -0.8830
C -0.1939 0.7088 2.8000
H 5.1842 1.8817 -0.3568
H -2.6388 -2.4437 0.0081
H 0.0180 2.7382 2.0068
C 3.2584 -4.7156 0.2634
C 0.8668 -2.7793 3.9869
C -1.5943 0.5248 2.7081
H 4.2436 -4.9393 -0.1371
H -0.3142 -1.5292 -1.9935
C -4.1611 1.7123 -5.0289
H -4.2742 1.3476 -1.8991
N 1.6497 -1.4545 -0.1295
H -1.5178 -1.1002 -4.1117
S 0.1441 2.9687 -5.5558
O 0.0425 4.0669 -4.5872
H 3.3025 -4.7815 1.3502
H 3.5521 3.7096 1.5005
H -4.5859 3.2634 -6.4666
C 2.8226 -3.3662 -0.1825
C 0.0354 -1.5906 3.5771
N 1.8714 -2.6726 0.4491
C 0.6798 2.2362 -1.3719
H -4.0825 -0.4058 2.1562
C -1.9687 -2.9059 4.3169
H 5.8421 3.0893 0.7486
O 0.5003 3.3076 -6.8937
H 2.6415 -1.0457 3.6964
H -1.3832 -3.2000 5.1862
C 2.5065 2.3958 0.2262
C -3.0970 1.0685 -4.4414
C -3.4228 0.6844 -1.9630
C -2.9425 0.2401 -3.1876
C -1.6082 2.4196 -5.5684
C 3.7277 2.7498 1.0069
C -2.1758 -0.6911 3.1239
H 4.8865 3.6017 -0.6335
H 3.2756 -0.5595 -2.9677
C 0.6386 -0.3834 3.1751
N -1.8302 1.3926 -4.7678
H -5.1944 1.4931 -4.8062
C 2.5669 -0.2916 -2.1878
H 0.0624 2.9555 -3.1875
H -2.9799 -2.7139 4.6612
C 2.1178 -0.1506 3.3811
O -0.8106 -1.9064 0.7867
H -2.5678 2.3004 3.3738
O 0.8541 1.8334 -4.9608
N -1.4389 -0.1337 -0.9236
Ti 0.0156 -0.3934 0.5432
H 1.6188 -0.0749 -2.6837
H 2.9296 0.6195 -1.7155
N -0.1300 2.3266 -2.3724
C -3.8102 2.7201 -5.9398
H 2.2619 0.5899 4.1701
C -1.3633 -1.6961 3.6561
H -0.0837 2.5980 3.7516
H 1.8435 -2.7923 3.5068
H -2.0042 -3.7716 3.6487
H -2.7363 1.1577 0.0220
N -2.5671 3.1099 -6.1723
H 2.5995 0.2293 2.4817
C 0.3279 2.1289 2.8536
H -3.4651 1.4735 2.1243
H 1.4076 2.1705 2.9198
H -2.0256 2.4147 1.7173
C -1.1745 -0.8716 -2.0295
C 4.9814 2.8335 0.1345
C -1.8771 -0.6805 -3.1847
C 2.4825 -1.4113 -1.2062
C -1.7259 -2.9088 0.3831
C 3.2238 -2.5847 -1.2551
H 1.0522 -2.7802 5.0642
C -3.6662 -0.8849 3.0403
H 1.3710 -2.9304 1.2859
C -2.4607 1.7315 2.4455
H -0.7690 1.5825 -2.6105
H 0.3587 -3.7145 3.7554
N 0.6613 1.3067 -0.3856
H -4.1739 -0.4556 3.9079
N 1.7309 1.4033 0.4721
H -1.9613 -3.5303 1.2462
*
```

Mulliken atomic charge list, values in e, 6 entries: H 0.3585; S -0.1246; H 0.5675; H 0.2940; H 0.6018; H 0.1344

***

[2]
Computed, not measured: a single C5H8O molecule, with ωB97M-V/def2-TZVPD.

Output
HOMO-LUMO gap = 10.5 eV
SMILES = CC#CCOC
Maximum force = 0.81 eV/A
Relative energy (zero: lowest compared OMol25 entry of this formula, charge and spin) = 2.553 eV
Lowest unoccupied orbital energy = 0.9818 eV
Electronic energy = -7359.702 eV

Structure (ORCA input):
```
! RIJCOSX wB97M-V def2-TZVPD def2/J DEFGRID3
* xyz 0 1
C 0.4495 -0.3614 -0.7845
H -0.3676 -2.2146 -0.6731
O -1.7181 -0.9091 0.0317
H 3.0676 0.0453 0.9494
H 3.4167 0.8874 -0.5976
C -0.7272 -1.2148 -0.9324
H -2.7184 0.4102 -1.2159
C 2.6712 0.7250 0.1837
H -1.1244 -1.1949 -1.9595
H -1.5593 1.1630 -0.0731
C 1.4800 0.1323 -0.4077
C -2.2960 0.3566 -0.2007
H -3.1028 0.4819 0.5262
H 2.3706 1.6704 0.6446
*
```

natural (NBO) atomic charge list, values in e, 6 entries: C -0.0695; H 0.2171; O -0.5192; H 0.2361; H 0.2361; C -0.1344

***

[3]
Computed, not measured: a single C4H3F4N molecule in a non-equilibrium geometry, with ωB97M-V/def2-TZVPD.

Output
HOMO-LUMO gap = 13.4 eV
SMILES = C[C@](F)(C#N)C(F)(F)F
Maximum force = 4.85 eV/A
Relative energy (zero: lowest compared OMol25 entry of this formula, charge and spin) = 0.000 eV
Lowest unoccupied orbital energy = 0.6740 eV
Electronic energy = -16555.907 eV

Structure (ORCA input):
```
! RIJCOSX wB97M-V def2-TZVPD def2/J DEFGRID3
* xyz 0 1
N 2.3125 0.7888 -1.0038
C 1.5469 0.2864 -0.3621
H -0.0606 2.1031 0.4675
H -0.5515 1.3631 -1.0903
F -1.5771 -1.5971 0.4724
F 0.3926 -2.4483 0.3948
C -0.5113 1.2557 0.0667
F 0.6139 -0.1513 1.7023
F -0.4693 -1.4667 -1.3406
C -0.3985 -1.3903 -0.0273
H -1.5612 1.2927 0.3419
C 0.2635 -0.0361 0.3786
*
```

natural (NBO) atomic charge list, values in e, 6 entries: N -0.2677; C 0.2311; H 0.2448; H 0.2465; F -0.2874; F -0.3269

***

> Which value of maximum force does entry 2 give?

0.81 eV/A

***

> What is the HOMO-LUMO gap in the first record?

5.4 eV

***

> Among the records above, which one has the highest lowest unoccupied orbital energy?

C5H8O